Arrangement one

{"formula": "C4H10O3", "method": "ωB97M-V with the def2-TZVPD basis set", "species": ["O", "O", "O", "C", "C", "C", "C", "H", "H", "H", "H", "H", "H", "H", "H", "H", "H"], "coordinates": [[3.807, 0.081, -0.305], [-4.305, -4.461, 1.563], [-0.724, 2.305, -0.328], [1.531, 0.274, 0.427], [3.041, 0.524, 0.525], [-0.386, 1.160, -0.994], [1.066, 0.960, -0.833], [0.996, 0.571, 1.293], [1.507, 1.859, -1.039], [3.343, 1.188, 1.474], [-0.945, 0.301, -0.539], [-4.435, -3.502, 1.726], [1.472, 0.475, -1.784], [-1.604, 2.725, -0.642], [1.506, -0.786, 0.287], [-5.051, -4.824, 1.140], [-0.817, 1.151, -1.973]], "lowdin_charge": [0.041, -0.053, -0.076, -0.146, -0.257, -0.342, -0.209, 0.105, 0.087, 0.149, 0.127, 0.053, 0.153, 0.146, 0.114, 0.000, 0.108], "gap_ev": 10.38, "smiles": "O=CCCCO.O"}

---

Arrangement two

{"formula": "C4H10O3", "method": "ωB97M-V with the def2-TZVPD basis set", "species": ["O", "O", "O", "C", "C", "C", "C", "H", "H", "H", "H", "H", "H", "H", "H", "H", "H"], "coordinates": [[0.013, 0.074, -0.413], [1.912, -2.789, 1.540], [-0.062, 2.395, -0.700], [-0.226, 1.065, -2.648], [0.095, 0.180, 0.978], [-1.283, 0.197, 1.562], [-0.124, 1.232, -1.148], [2.577, -3.509, 1.448], [0.699, 1.027, 1.356], [0.496, -0.748, 1.430], [-1.826, 1.085, 1.196], [1.561, -2.658, 0.629], [0.070, 0.020, -2.841], [-1.246, 1.219, -3.037], [-1.333, 0.184, 2.664], [-1.785, -0.706, 1.176], [0.463, 1.732, -3.192]], "lowdin_charge": [-0.020, -0.089, 0.058, 0.006, -0.276, -0.081, -0.459, 0.052, 0.135, 0.105, 0.081, 0.044, 0.081, 0.093, 0.088, 0.086, 0.094], "gap_ev": 10.90, "smiles": "CCOC(C)=O.O"}

---

Which of them is most stable? Easy: arrangement two.

---

Arrangement one

{"formula": "C4H10O3", "method": "ωB97M-V with the def2-TZVPD basis set", "species": ["O", "O", "O", "C", "C", "C", "C", "H", "H", "H", "H", "H", "H", "H", "H", "H", "H"], "coordinates": [[0.090, 2.121, -1.267], [2.561, -2.192, -0.813], [-2.006, 0.776, 0.368], [1.121, -0.354, 0.053], [-0.223, -0.831, 0.423], [1.688, -1.372, -0.964], [-0.985, 0.351, 1.191], [-1.443, -0.085, 2.071], [-0.171, 2.486, -0.361], [-2.816, 0.203, 0.406], [-0.212, 1.049, 1.328], [1.738, -0.170, 0.907], [-0.154, -1.641, 1.093], [-0.484, 1.334, -1.499], [1.080, -1.406, -1.862], [0.955, 0.565, -0.577], [-0.738, -0.834, -0.497]], "lowdin_charge": [-0.107, 0.051, -0.091, -0.191, -0.175, -0.245, -0.251, 0.116, 0.082, 0.132, 0.090, 0.118, 0.106, 0.064, 0.113, 0.091, 0.097], "gap_ev": 10.00, "smiles": "O=CCCCO.O"}

---

Arrangement two

{"formula": "C4H10O3", "method": "ωB97M-V with the def2-TZVPD basis set", "species": ["O", "O", "O", "C", "C", "C", "C", "H", "H", "H", "H", "H", "H", "H", "H", "H", "H"], "coordinates": [[-1.478, 0.490, 1.882], [-0.610, -1.526, 0.665], [-1.820, -0.874, -6.913], [1.244, 0.070, 0.514], [-0.320, 1.258, 2.313], [0.492, -1.227, 0.263], [0.998, 0.648, 1.894], [2.344, -0.080, 0.476], [1.682, 1.568, 1.876], [0.763, 0.789, -0.205], [-1.687, -1.778, -6.697], [1.168, -1.989, -0.434], [-0.362, 2.380, 2.097], [1.332, -0.152, 2.479], [-1.734, -0.288, 2.488], [-0.206, 1.150, 3.399], [-1.806, -0.441, -6.095]], "lowdin_charge": [-0.122, 0.037, -0.019, -0.182, -0.247, -0.267, -0.227, 0.118, 0.137, 0.144, 0.016, 0.146, 0.137, 0.092, 0.130, 0.106, 0.003], "gap_ev": 10.03, "smiles": "O=CCCCO.O"}

---

Which of them is most stable? Easy: arrangement one.